1.
ORCA calculation (ωB97M-V/def2-TZVPD) on a structure of composition C59H45Br2N7O4SeW at a distorted geometry.

Structure (XYZ):
```
119
Properties=species:S:1:pos:R:3:forces:R:3
W -0.1762 -0.4221 0.4106 -0.8 1.4 -0.3
C -4.9105 -2.8826 -7.8497 0.2 0.5 -0.1
O -5.4852 -2.7128 -6.5391 0.1 -0.1 -1.1
C -4.6875 -2.4794 -5.5004 0.6 -0.5 0.4
C -5.3179 -2.3836 -4.2680 -1.4 0.7 0.1
C -4.6078 -1.9907 -3.1580 -0.4 0.1 1.0
C -3.2307 -1.7883 -3.1886 -0.2 -0.4 -0.3
C -2.5874 -2.0757 -4.3880 0.5 0.1 0.9
C -3.2873 -2.4193 -5.5078 -0.1 0.0 -2.1
C -2.5063 -1.3963 -1.9568 -0.3 0.4 0.1
C -2.6460 -0.0672 -1.4857 0.9 -0.6 0.6
C -3.5848 0.8881 -1.8953 -0.5 0.2 -0.5
C -3.6264 1.8572 -0.9456 -0.7 0.7 -0.2
C -2.6454 1.5573 -0.0049 0.6 0.5 1.3
N -1.9961 0.3805 -0.3370 0.3 -0.7 -0.4
C -2.4143 2.3635 1.1173 -0.6 -0.8 0.2
C -1.3491 2.1801 1.9832 0.5 -0.4 -0.2
C -0.9004 3.1165 2.9327 1.0 0.3 0.6
C 0.3665 2.7433 3.3572 -0.6 0.0 0.0
C 0.6247 1.5053 2.7407 0.1 -0.5 -0.9
C 1.7156 0.5893 2.9564 -0.7 0.4 -0.7
C 3.0744 1.0182 3.1259 2.0 1.0 0.5
C 4.1455 0.1121 2.9405 -1.3 0.3 -0.1
C 5.4573 0.4711 2.9325 0.6 1.2 0.0
C 5.8280 1.8338 3.0584 -0.3 -1.1 -0.6
O 7.0445 2.3295 2.8563 0.0 0.1 0.3
C 8.0025 1.4759 2.2466 -0.3 -0.1 -0.1
C 4.8220 2.7697 3.2345 -0.3 -1.0 0.4
C 3.5163 2.3751 3.2935 -1.4 -0.4 -0.2
C 1.4101 -0.7671 2.8597 -0.2 -0.7 1.2
N 0.3773 -1.3593 2.1167 0.3 0.4 0.5
C 0.4631 -2.7090 2.3633 -0.2 -0.6 -0.9
C -0.1104 -3.6868 1.5395 0.7 0.1 0.3
C 0.2055 -5.1241 1.8022 0.1 0.1 -0.1
C 1.2707 -5.8029 1.2064 -0.3 0.4 0.1
C 1.4714 -7.1421 1.4611 0.5 -0.6 0.3
C 0.6451 -7.8247 2.3329 -0.9 -0.9 0.7
O 0.7559 -9.1397 2.7010 -0.2 1.1 -0.4
C 1.8691 -9.8959 2.2565 0.0 0.0 0.2
C -0.4577 -7.1696 2.9083 0.7 -0.4 -0.3
C -0.6459 -5.8290 2.6447 -0.6 -0.5 0.3
C -0.8766 -3.3898 0.4308 0.4 -1.0 0.5
C -1.3594 -4.4027 -0.4642 -0.1 -0.3 0.1
C -1.9832 -3.7608 -1.4595 -0.4 0.0 -0.8
C -1.9328 -2.3708 -1.1751 -0.2 1.1 -0.6
N -1.2309 -2.1443 0.0041 -0.5 0.4 -0.1
C 1.4106 -2.9708 3.3851 -0.9 -0.1 0.2
C 1.9780 -1.7957 3.7028 0.3 0.7 -0.6
N -0.3901 1.1684 1.8700 0.4 -0.5 0.5
C -3.3946 3.4405 1.4065 0.5 0.8 -0.3
C -4.3532 3.3112 2.4161 1.3 -1.1 -1.1
C -5.2516 4.3065 2.6589 -0.4 1.1 0.0
C -5.1643 5.4948 1.9277 1.0 -0.4 -0.3
O -5.9733 6.5335 2.1030 0.1 0.5 -0.5
C -7.0425 6.4422 3.0012 0.2 -0.8 1.5
C -4.1608 5.6623 0.9438 -0.5 -0.1 -0.1
C -3.2906 4.6229 0.6534 -0.5 -0.1 0.4
H -5.7365 -3.0439 -8.5430 0.0 0.0 0.3
H -4.2299 -3.7327 -7.8981 -0.1 -0.1 0.2
H -4.3527 -1.9857 -8.1884 -0.3 -0.3 0.4
H -6.4294 -2.4565 -4.2269 1.1 -0.1 0.0
H -5.1414 -1.8734 -2.2037 0.2 0.0 -0.4
H -1.5107 -2.0735 -4.4326 0.1 0.1 0.0
H -2.7156 -2.5576 -6.4473 -0.5 0.0 0.7
H -4.1970 0.8565 -2.7709 -0.2 -0.3 -0.3
H -4.2788 2.7277 -0.8415 0.2 -0.5 -0.3
H -1.4182 4.0006 3.2505 -0.3 0.1 -0.1
H 1.0319 3.2298 4.0657 -0.6 -0.1 -0.1
H 3.8817 -0.8864 2.6788 0.2 -0.6 -0.1
H 6.1655 -0.2851 2.7227 0.7 -0.5 -0.1
H 8.2766 0.6620 2.9111 0.2 -0.1 0.0
H 8.8476 2.1028 2.0193 0.3 0.1 0.0
H 7.5586 1.0902 1.3251 0.2 -0.2 0.0
H 5.1531 3.7623 3.3156 0.0 1.4 0.1
H 2.7653 3.1432 3.3893 0.2 0.1 0.0
H 1.9639 -5.3370 0.5208 -0.1 0.4 0.0
H 2.3248 -7.6489 1.0451 0.1 0.0 -0.3
H 1.8232 -10.7971 2.8581 0.1 -0.2 -0.2
H 2.7872 -9.3696 2.5025 0.3 0.0 -0.1
H 1.8098 -10.1352 1.1891 0.0 0.1 0.1
H -1.0978 -7.7816 3.5375 -0.1 0.4 0.0
H -1.5243 -5.3562 3.0694 0.1 0.2 0.0
H -1.2556 -5.4734 -0.3661 0.1 0.2 0.2
H -2.4663 -4.1406 -2.3545 0.1 -0.1 0.3
H 1.4876 -3.9243 3.8648 0.3 -0.3 0.1
H 2.6983 -1.6063 4.4676 0.3 0.1 0.3
H -4.3649 2.3280 2.8651 -0.3 0.1 0.6
H -6.0125 4.2380 3.4094 -0.2 -0.3 0.3
H -7.6432 7.3011 2.8546 -0.6 0.8 -0.2
H -6.7018 6.4297 4.0597 0.0 0.1 -0.5
H -7.6325 5.5409 2.8647 -0.2 -0.1 -0.3
H -4.1815 6.5927 0.3806 0.2 -0.2 0.1
H -2.5640 4.6675 -0.1662 -0.3 0.3 0.4
Br 0.3639 -0.2136 -4.0336 0.3 0.0 0.2
C -0.7265 1.1372 -4.8674 -0.8 -0.9 0.5
Br -0.9142 2.6704 -3.7769 0.0 0.6 0.2
H -1.7258 0.7179 -5.0195 0.4 0.0 0.0
H -0.2414 1.3739 -5.7738 0.3 0.4 -0.9
Se 1.4745 -1.5325 -0.6413 0.5 -0.5 -0.3
N 8.5375 4.9888 -2.9966 -0.7 -0.2 0.2
C 7.4928 4.5978 -2.7009 0.7 0.1 -0.1
C 6.2099 4.0765 -2.3195 -0.8 -0.1 -0.4
C 5.0702 4.3924 -3.1061 0.7 -0.9 1.4
C 3.8336 3.9144 -2.7391 0.1 -0.5 0.5
C 3.7211 3.0680 -1.6382 0.0 0.4 0.2
C 4.8269 2.7269 -0.8605 -0.1 0.8 -1.0
C 6.0780 3.2412 -1.2077 0.4 -0.4 0.5
N 2.3877 2.6642 -1.2523 1.0 -0.4 0.0
C 1.3364 3.5029 -1.0060 -0.4 0.3 -0.2
C 0.3227 2.7079 -0.6064 -0.7 -0.5 0.2
N 0.7475 1.3709 -0.5932 -0.6 0.3 0.6
C 2.0034 1.4100 -0.9837 1.6 -0.3 -0.1
H 5.1666 4.9485 -3.9926 0.2 0.8 -0.8
H 2.9473 4.1705 -3.2837 -0.2 0.1 -0.4
H 4.7054 2.1378 0.0127 -0.1 -0.5 0.7
H 6.9565 2.9501 -0.5841 -0.8 0.5 -0.7
H 1.3897 4.5726 -1.1790 0.0 -0.3 0.1
H -0.6934 2.9751 -0.3492 0.4 0.0 -0.2
H 2.7321 0.5765 -0.9873 -0.8 0.8 -0.2
```
Positions in Å, forces in eV/Å.

The value obtained for the strongest force on any atom is 2.32 eV/Å. As for the total energy: -10575.6042 a.u. Its charge is +2. Its energy above the lowest of the compared OMol25 structures with the same formula, charge and spin is 0.000 eV. The spin multiplicity is 1.

Atom charges from the Mulliken analysis, given in e for atoms 1 to 99: atom 1 (W): 1.142, atom 2 (C): -0.815, atom 3 (O): -0.447, atom 4 (C): 0.872, atom 5 (C): -0.836, atom 6 (C): 0.146, atom 7 (C): -1.342, atom 8 (C): -0.459, atom 9 (C): -0.652, atom 10 (C): 0.907, atom 11 (C): 0.512, atom 12 (C): -1.293, atom 13 (C): -1.447, atom 14 (C): 0.168, atom 15 (N): 0.094, atom 16 (C): 0.371, atom 17 (C): -0.335, atom 18 (C): -1.060, atom 19 (C): -1.507, atom 20 (C): 0.640, atom 21 (C): 0.729, atom 22 (C): 1.044, atom 23 (C): -0.717, atom 24 (C): -1.015, atom 25 (C): 0.701, atom 26 (O): -0.448, atom 27 (C): -0.860, atom 28 (C): -1.385, atom 29 (C): -0.077, atom 30 (C): 0.225, atom 31 (N): 0.427, atom 32 (C): 0.181, atom 33 (C): 0.968, atom 34 (C): -0.649, atom 35 (C): -0.006, atom 36 (C): -0.746, atom 37 (C): 0.816, atom 38 (O): -0.437, atom 39 (C): -0.838, atom 40 (C): -0.908, atom 41 (C): 0.131, atom 42 (C): 0.685, atom 43 (C): -1.640, atom 44 (C): -1.468, atom 45 (C): 0.780, atom 46 (N): 0.428, atom 47 (C): -1.259, atom 48 (C): -1.568, atom 49 (N): 0.037, atom 50 (C): -0.159, atom 51 (C): -0.459, atom 52 (C): -0.718, atom 53 (C): 0.956, atom 54 (O): -0.439, atom 55 (C): -0.876, atom 56 (C): -1.083, atom 57 (C): 0.479, atom 58 (H): 0.254, atom 59 (H): 0.332, atom 60 (H): 0.334, atom 61 (H): 0.353, atom 62 (H): 0.504, atom 63 (H): 0.779, atom 64 (H): 0.370, atom 65 (H): 0.707, atom 66 (H): 0.622, atom 67 (H): 0.674, atom 68 (H): 0.729, atom 69 (H): 0.488, atom 70 (H): 0.474, atom 71 (H): 0.328, atom 72 (H): 0.275, atom 73 (H): 0.371, atom 74 (H): 0.555, atom 75 (H): 0.088, atom 76 (H): 0.517, atom 77 (H): 0.420, atom 78 (H): 0.252, atom 79 (H): 0.355, atom 80 (H): 0.322, atom 81 (H): 0.448, atom 82 (H): 0.556, atom 83 (H): 0.491, atom 84 (H): 0.540, atom 85 (H): 0.677, atom 86 (H): 0.856, atom 87 (H): 0.545, atom 88 (H): 0.485, atom 89 (H): 0.267, atom 90 (H): 0.346, atom 91 (H): 0.348, atom 92 (H): 0.432, atom 93 (H): 0.444, atom 94 (Br): -0.091, atom 95 (C): -0.453, atom 96 (Br): -0.071, atom 97 (H): 0.191, atom 98 (H): 0.512, atom 99 (Se): -0.238

2.
ORCA calculation (ωB97M-V/def2-TZVPD) on a structure of composition C59H45F4N6O6S3Zr at a distorted geometry.

Structure (XYZ):
```
124
Properties=species:S:1:pos:R:3:forces:R:3
Zr -0.3875 0.7575 0.7225 1.0 1.1 -0.3
C -2.7178 5.1417 -5.0715 -0.2 -0.2 0.1
C -3.7265 4.1229 -4.5378 -0.1 0.3 -0.7
C -5.1454 4.6765 -4.4476 0.1 0.0 0.1
C -5.2300 5.7689 -3.3898 0.0 -0.1 -0.2
C -4.7231 5.2481 -2.0781 0.0 0.1 0.0
C -5.1692 5.7844 -0.8886 0.2 -0.2 0.0
C -4.6856 5.3099 0.3282 0.3 -0.3 -0.1
F -5.1276 5.8710 1.4594 0.0 0.0 0.0
C -3.7773 4.2831 0.3823 -0.2 0.2 0.0
C -3.3173 3.7158 -0.8121 0.0 0.1 0.0
C -2.3370 2.6444 -0.7505 -0.3 0.3 -0.8
O -2.0234 2.1044 0.3401 -0.7 0.4 -0.8
C -1.7904 2.2429 -2.0106 0.2 -0.1 0.6
C -2.3130 2.7320 -3.1732 0.0 -0.1 0.2
N -3.2901 3.6501 -3.2229 0.4 -0.5 0.0
C -3.7743 4.2049 -2.0565 -0.1 0.1 0.8
C -0.5997 1.3117 -1.9969 -0.8 0.2 -2.2
O -0.4493 0.4649 -2.8737 -0.2 0.7 0.1
O 0.2093 1.5336 -1.0328 0.7 0.4 -0.4
H -3.0632 5.5547 -6.0150 0.0 0.0 -0.1
H -1.7553 4.6650 -5.2398 0.1 0.0 0.0
H -2.5737 5.9540 -4.3649 0.0 0.1 0.1
H -3.7305 3.2518 -5.2046 0.0 0.1 0.2
H -5.8292 3.8680 -4.1833 0.0 0.0 0.0
H -5.4429 5.0605 -5.4227 0.0 0.0 0.0
H -6.2594 6.1119 -3.2840 0.0 0.0 0.0
H -4.6347 6.6328 -3.6952 0.0 0.0 0.0
H -5.8959 6.5804 -0.8874 -0.1 0.1 0.0
H -3.4041 3.9110 1.3235 0.0 0.0 0.1
H -1.9270 2.3622 -4.1137 -0.1 0.0 -0.1
N -0.4608 -1.0629 -0.4642 0.0 -0.3 -1.2
S 0.2944 -1.8044 -1.4722 0.3 -1.1 0.4
N 1.0621 -3.1565 -0.8106 -0.3 -0.2 0.0
S 2.4433 -3.2383 -0.1399 0.2 -0.2 0.0
N 3.0487 -2.1383 0.7775 0.0 0.3 0.0
S 2.0903 -1.1938 1.7581 0.6 -0.1 -0.2
N 1.5440 -0.0152 1.0869 0.6 -0.7 0.9
C 1.0758 -2.4821 2.5554 0.2 0.4 0.0
C -0.1856 -2.7998 2.0838 -0.1 0.1 -0.2
C -0.8865 -3.8357 2.6829 0.1 0.1 0.1
C -0.3172 -4.5513 3.7245 0.0 0.0 0.0
C 0.9585 -4.2437 4.1679 0.0 0.0 0.0
C 1.6600 -3.2045 3.5801 0.1 0.0 0.2
C 3.2138 -0.6881 3.0683 0.0 -0.2 -0.2
C 2.6025 -0.0923 4.1625 -0.2 -0.1 -0.1
C 3.3914 0.4329 5.1708 -0.1 0.0 -0.1
C 4.7739 0.3934 5.0583 0.0 0.0 0.0
C 5.3723 -0.1813 3.9487 0.0 0.0 0.0
C 4.5892 -0.7327 2.9457 -0.1 -0.2 -0.2
C 3.7322 -3.5671 -1.3457 0.1 0.3 0.3
C 4.8570 -2.7694 -1.4185 -0.1 0.0 0.2
C 5.8325 -3.0689 -2.3553 0.0 -0.1 -0.1
C 5.6711 -4.1551 -3.2004 0.1 0.1 0.0
C 4.5382 -4.9511 -3.1159 -0.1 0.0 0.1
C 3.5599 -4.6570 -2.1828 -0.2 -0.1 0.0
C 2.4174 -4.7682 0.7997 -0.3 0.0 -0.2
C 3.5676 -5.0720 1.5082 0.1 0.1 -0.1
C 3.6110 -6.2343 2.2563 0.0 0.1 -0.1
C 2.5046 -7.0707 2.2924 -0.1 0.0 0.0
C 1.3556 -6.7487 1.5874 0.1 0.0 0.0
C 1.3079 -5.5893 0.8299 0.0 0.2 -0.2
C -0.7952 -2.6533 -2.6455 0.4 0.2 0.1
C -0.4407 -3.8320 -3.2797 0.1 -0.2 0.1
C -1.2881 -4.3724 -4.2341 0.1 0.0 0.0
C -2.4767 -3.7322 -4.5477 0.0 0.0 0.0
C -2.8478 -2.5817 -3.8704 0.0 -0.1 0.1
C -2.0102 -2.0432 -2.9070 0.1 0.2 0.2
C 1.7292 -1.1840 -2.4089 -0.3 0.0 0.0
C 2.5286 -0.2078 -1.8446 -0.2 0.3 0.3
C 3.6938 0.1638 -2.4990 -0.1 -0.1 0.0
C 4.0601 -0.4557 -3.6832 0.0 0.1 0.0
C 3.2500 -1.4336 -4.2341 -0.1 0.0 0.0
C 2.0739 -1.7979 -3.5984 -0.1 -0.1 -0.2
H -0.5923 -2.2709 1.2276 -0.1 -0.1 0.2
H -1.8794 -4.0808 2.3393 -0.1 0.0 -0.1
H -0.8676 -5.3526 4.1925 -0.1 -0.1 0.1
H 1.4056 -4.8040 4.9745 0.1 0.0 0.1
H 2.6556 -2.9587 3.9153 0.1 0.0 0.1
H 1.5224 -0.0447 4.2025 -0.1 0.1 0.1
H 2.9284 0.8819 6.0363 0.0 0.1 0.0
H 5.3833 0.8275 5.8362 0.1 0.0 0.1
H 6.4470 -0.1938 3.8605 0.1 0.0 0.0
H 5.0192 -1.1923 2.0712 0.2 -0.1 -0.1
H 4.9466 -1.9388 -0.7387 0.1 0.2 0.0
H 6.7196 -2.4598 -2.4215 0.1 0.1 0.0
H 6.4342 -4.3896 -3.9259 0.1 0.0 -0.1
H 4.4222 -5.8026 -3.7685 0.0 -0.1 0.0
H 2.6757 -5.2687 -2.0830 -0.1 -0.1 -0.1
H 4.4054 -4.3935 1.4608 0.2 0.0 0.1
H 4.5047 -6.4872 2.8048 0.1 0.0 0.1
H 2.5423 -7.9794 2.8728 0.0 -0.1 0.1
H 0.4972 -7.4007 1.6214 -0.1 -0.1 0.0
H 0.4365 -5.3033 0.2637 -0.2 0.0 0.0
H 0.4788 -4.3292 -3.0111 0.1 -0.1 0.0
H -1.0194 -5.2877 -4.7411 0.1 0.0 0.0
H -3.1118 -4.1329 -5.3239 -0.1 -0.1 0.0
H -3.7907 -2.1066 -4.0933 -0.1 0.1 0.0
H -2.2752 -1.1532 -2.3571 0.0 0.1 0.0
H 2.2308 0.2633 -0.9136 0.2 -0.1 -0.3
H 4.3121 0.9421 -2.0797 0.1 0.1 0.1
H 4.9719 -0.1703 -4.1838 0.1 0.1 -0.1
H 3.5281 -1.9135 -5.1602 0.0 0.0 -0.1
H 1.4293 -2.5393 -4.0407 0.0 0.0 -0.1
F -4.4143 6.2460 6.7155 0.1 -0.2 0.0
C -4.0832 6.7562 5.5130 -0.3 0.3 0.3
F -5.2489 6.9326 4.8590 0.0 -0.1 -0.2
F -3.5924 7.9820 5.7442 0.2 0.1 -0.1
C -3.1380 5.8704 4.7600 0.1 0.0 0.0
C -1.9410 6.3611 4.2533 -0.3 0.0 0.2
C -1.1018 5.5240 3.5457 0.1 -0.2 -0.1
C -1.4447 4.1848 3.3416 -0.4 0.1 0.2
C -2.6539 3.7041 3.8624 0.1 0.0 0.0
C -3.4951 4.5396 4.5656 0.0 0.2 0.0
C -0.6304 3.3026 2.5815 0.9 -0.1 -0.2
C 0.0890 2.5807 1.9042 -0.1 0.5 0.5
H -1.6739 7.3935 4.4175 0.0 0.1 0.0
H -0.1735 5.8961 3.1395 0.1 0.0 0.0
H -2.9206 2.6667 3.7024 0.0 0.0 0.0
H -4.4270 4.1742 4.9695 -0.1 -0.1 0.0
O -2.2426 -0.1916 1.2724 -0.7 0.0 -1.3
N -1.8507 -0.3057 2.4420 -2.0 -1.5 2.8
O -2.5705 -0.6875 3.3127 -0.5 -0.2 0.5
O -0.6548 -0.0320 2.6675 1.2 0.0 1.1
```
Positions in Å, forces in eV/Å.

The value obtained for the strongest force on any atom is 3.75 eV/Å. As for the total energy: -4695.9675 a.u. Its charge is +1. Its energy above the lowest of the compared OMol25 structures with the same formula, charge and spin is 2.336 eV. The spin multiplicity is 1.

Atom charges from the Mulliken analysis, given in e for atoms 1 to 99: atom 1 (Zr): 0.104, atom 2 (C): -1.371, atom 3 (C): -0.300, atom 4 (C): -1.027, atom 5 (C): -1.215, atom 6 (C): 1.213, atom 7 (C): -1.009, atom 8 (C): -0.123, atom 9 (F): -0.288, atom 10 (C): -0.257, atom 11 (C): 0.712, atom 12 (C): 1.266, atom 13 (O): -0.596, atom 14 (C): -0.160, atom 15 (C): -0.362, atom 16 (N): 0.112, atom 17 (C): -0.816, atom 18 (C): 0.769, atom 19 (O): -0.724, atom 20 (O): -0.694, atom 21 (H): 0.408, atom 22 (H): 0.408, atom 23 (H): 0.381, atom 24 (H): 0.439, atom 25 (H): 0.368, atom 26 (H): 0.430, atom 27 (H): 0.472, atom 28 (H): 0.374, atom 29 (H): 0.547, atom 30 (H): 0.447, atom 31 (H): 0.646, atom 32 (N): -0.047, atom 33 (S): 1.358, atom 34 (N): -0.146, atom 35 (S): 0.672, atom 36 (N): 0.086, atom 37 (S): 1.049, atom 38 (N): -0.031, atom 39 (C): 1.098, atom 40 (C): 0.406, atom 41 (C): -0.933, atom 42 (C): -0.907, atom 43 (C): -0.837, atom 44 (C): -0.826, atom 45 (C): -0.032, atom 46 (C): -0.092, atom 47 (C): -0.870, atom 48 (C): -0.557, atom 49 (C): -0.878, atom 50 (C): -0.210, atom 51 (C): 0.870, atom 52 (C): -0.219, atom 53 (C): -0.793, atom 54 (C): -0.642, atom 55 (C): -0.877, atom 56 (C): -0.825, atom 57 (C): 0.536, atom 58 (C): -0.925, atom 59 (C): -0.790, atom 60 (C): -0.622, atom 61 (C): -0.787, atom 62 (C): -0.004, atom 63 (C): 0.484, atom 64 (C): -0.312, atom 65 (C): -0.886, atom 66 (C): -0.666, atom 67 (C): -0.903, atom 68 (C): -0.630, atom 69 (C): 1.736, atom 70 (C): -0.172, atom 71 (C): -1.146, atom 72 (C): -0.830, atom 73 (C): -0.698, atom 74 (C): -1.202, atom 75 (H): 0.076, atom 76 (H): 0.588, atom 77 (H): 0.477, atom 78 (H): 0.528, atom 79 (H): 0.592, atom 80 (H): 0.478, atom 81 (H): 0.463, atom 82 (H): 0.405, atom 83 (H): 0.465, atom 84 (H): 0.384, atom 85 (H): 0.456, atom 86 (H): 0.537, atom 87 (H): 0.444, atom 88 (H): 0.477, atom 89 (H): 0.335, atom 90 (H): 0.386, atom 91 (H): 0.474, atom 92 (H): 0.441, atom 93 (H): 0.512, atom 94 (H): 0.504, atom 95 (H): 0.362, atom 96 (H): 0.466, atom 97 (H): 0.414, atom 98 (H): 0.457, atom 99 (H): 0.299